Entry 1:
The following is a quantum chemistry calculation of a cluster of 18 separate species, C36H108O18 in total in a non-equilibrium geometry, from the OMol25 dataset.

```
162
Properties=species:S:1:pos:R:3:forces:R:3
C 10.77740 9.00888 14.01424 -0.0712 0.3014 -0.9224
C 11.98864 8.97299 14.87728 -0.5240 1.6776 1.8894
O 12.49755 10.28674 15.10816 0.4741 0.1256 0.3188
H 10.53044 7.99213 13.91347 -0.7932 -1.5055 -0.5485
H 10.94552 9.42506 13.02182 0.4017 -0.0907 -0.0908
H 9.88860 9.51936 14.36430 0.1318 0.2718 0.7281
H 12.72538 8.25673 14.58099 0.6219 -0.2113 -0.6671
H 11.69452 8.66715 15.89496 -0.1058 -0.3129 -0.2431
H 13.25443 10.49389 14.53007 -0.3303 -0.3740 -0.2980
C 14.94601 19.63196 17.29986 1.0081 -0.9551 -1.1272
C 13.68015 19.29152 16.56535 -1.3269 1.4839 -0.9109
O 13.93490 18.64780 15.31753 1.5119 -0.6928 0.1603
H 14.82852 19.78662 18.31948 -0.9159 0.7545 1.9998
H 15.51579 20.47104 16.91927 0.2173 -0.1265 -0.3983
H 15.54277 18.68690 17.37038 0.0033 0.6664 -0.6758
H 13.00387 20.15745 16.21419 1.0775 -0.9411 1.1786
H 13.11674 18.64680 17.21765 -0.6881 -0.3216 0.0712
H 14.68248 18.03384 15.52850 -0.8719 0.2285 -0.5121
C 10.81178 12.58615 8.79570 -0.4102 -0.5917 0.4177
C 10.76759 14.08744 9.05349 -0.2711 0.1435 0.0058
O 10.41055 14.84954 7.90770 -0.0735 0.2100 -0.2442
H 9.80430 12.18674 9.05261 0.4370 -0.0045 -0.8463
H 11.44258 12.07808 9.55251 0.0856 0.3735 -0.5875
H 11.14989 12.32652 7.74704 -0.4759 0.3213 1.2827
H 11.71048 14.48255 9.36891 0.8834 0.0957 -0.1476
H 10.12161 14.35272 9.90005 -0.2470 -0.3198 -0.1156
H 9.48767 14.71100 7.67048 0.0799 -0.1705 0.1718
C 13.87964 18.72347 8.29379 -2.0282 -1.3916 -1.8141
C 13.93745 18.13827 9.64697 -0.5668 -0.8344 1.1100
O 13.25039 16.89439 9.73989 -0.1693 -0.3760 0.0075
H 12.84931 18.79579 7.85226 0.5381 -0.0509 0.8501
H 14.37596 18.09818 7.54766 0.4031 0.1234 0.2466
H 14.24565 19.69068 8.30366 1.0950 2.0041 -0.1809
H 13.51830 18.79377 10.42412 0.3627 0.2008 -0.2260
H 14.97365 17.91188 9.89611 0.1801 0.1521 0.1609
H 12.35383 16.99539 10.12172 0.5525 -0.0327 -0.0108
C 14.61372 15.79185 20.22990 1.2872 0.8024 0.4918
C 14.11012 17.01174 19.55420 -1.9659 1.1329 -0.4276
O 13.12033 17.61611 20.49133 0.6150 -0.6871 -1.2022
H 13.86816 15.08176 20.48880 -0.6818 -0.9133 -0.4501
H 14.98035 16.12085 21.20001 0.1771 0.1557 0.2002
H 15.49446 15.41893 19.71570 -0.1962 -0.5177 -0.0435
H 13.63076 16.93556 18.52359 0.3930 -0.6179 1.2908
H 14.86441 17.76622 19.40603 0.7029 0.0749 0.1690
H 12.66452 18.22773 19.90759 -0.5925 0.4688 0.1112
C 9.60320 10.14475 18.26901 1.4216 -1.7036 -2.5316
C 9.58874 11.52718 17.74027 -0.8514 0.7558 0.3831
O 10.52159 11.83112 16.74684 -0.7865 1.3296 -0.2385
H 8.84627 9.94748 18.95472 -1.0934 -0.0575 1.5481
H 10.59685 9.95323 18.63730 0.3203 -0.2152 0.7839
H 9.47921 9.34570 17.48654 -0.0708 0.8521 0.2488
H 9.80654 12.17205 18.57993 -0.2469 0.5056 0.3546
H 8.61206 11.77988 17.33748 -0.3231 0.1192 0.1079
H 11.09685 11.11731 16.61270 1.6358 -1.5396 -0.7652
C 7.76569 16.58630 19.20292 0.3056 -0.6753 2.3294
C 7.78995 17.64666 20.29354 2.1739 -1.4696 1.0328
O 9.13279 18.16148 20.46277 -1.7332 2.2814 -0.9663
H 8.44333 15.75834 19.44849 -0.3069 0.0062 0.1383
H 8.17442 17.01110 18.34438 0.2820 0.7861 -1.7495
H 6.76279 16.22414 19.08993 -0.4951 -0.2833 -0.4162
H 7.47804 17.36953 21.31251 -0.2912 -0.5417 -0.4796
H 7.20831 18.44014 20.01353 -1.4567 2.1799 -0.7257
H 9.65424 17.44000 20.69712 1.7048 -2.2557 0.6017
C 18.85093 19.73354 12.44237 0.5218 0.5191 1.6044
C 17.54664 19.49131 11.67899 1.9100 -0.8624 1.2381
O 17.30011 20.60689 10.91075 1.3712 1.4845 0.5791
H 18.72412 20.57786 13.16600 -0.2257 -0.5747 -0.4885
H 19.71972 20.07044 11.84758 -0.5626 -0.5681 -0.2137
H 19.15448 18.86648 13.09302 -0.3296 0.6048 -0.8510
H 16.76944 19.33010 12.42622 -0.2886 -0.2197 -0.0195
H 17.70151 18.60304 11.05844 -0.3390 -0.1604 -0.0480
H 16.58764 20.38800 10.37706 -2.1422 -0.2287 -1.7745
C 16.10653 9.47848 14.00443 0.8265 -2.5699 0.1888
C 15.57987 10.28303 12.90650 -0.2613 0.8286 -1.0472
O 14.14537 10.31163 12.90941 0.4154 1.8307 -1.1412
H 15.77742 9.82292 14.94561 -0.3621 0.6290 1.2017
H 17.21030 9.52536 13.98021 -0.4316 -0.1700 0.0853
H 15.78822 8.39765 13.96039 0.3740 0.9522 -0.1599
H 15.92029 9.88472 11.94659 0.0435 0.0505 -0.0678
H 16.04875 11.27906 13.03273 -0.6225 0.0079 -0.3078
H 13.89854 11.08924 12.28872 -0.0031 -1.3075 1.2604
C 16.79126 15.49062 12.20474 0.8864 -0.4869 -0.4651
C 15.38311 15.96051 12.37416 -0.8307 0.7803 -0.0205
O 14.40436 15.10580 11.73145 1.2290 0.3674 0.7939
H 17.21124 15.45468 11.19763 -0.6125 0.3415 -0.3606
H 16.90196 14.46530 12.52196 0.0058 -0.3770 0.5616
H 17.49443 16.12241 12.74536 -0.1220 0.0145 0.3903
H 15.30861 17.00689 12.01598 -0.2108 -0.5050 -0.1870
H 15.15604 16.05510 13.45324 -0.0298 -0.3973 -0.3115
H 13.85081 15.64960 11.16942 -0.2591 0.5196 -0.5907
C 15.73966 13.86567 15.98274 0.9852 0.3116 -0.0443
C 15.43380 15.05940 16.87480 0.1957 0.1151 0.5236
O 14.56604 15.95840 16.20520 0.1876 0.6452 0.2131
H 14.76118 13.55374 15.55933 0.8259 -0.2632 0.0062
H 16.28118 13.02683 16.48573 -0.7773 0.6048 -0.1786
H 16.46114 14.23832 15.21312 -0.9009 -0.4725 0.1113
H 16.28741 15.67336 17.16816 0.5005 -0.1782 -0.4638
H 15.04696 14.80392 17.86033 -0.6463 -0.5198 -0.2546
H 14.02468 15.50866 15.55553 -0.3020 -0.2708 -0.2067
C 14.31960 23.27363 14.00894 0.1703 -0.1754 2.1254
C 15.01730 22.10585 13.41788 0.2216 -0.9909 0.0876
O 15.60208 21.31715 14.48864 0.3606 0.9335 -0.7953
H 13.94521 23.98497 13.34572 -0.3191 1.1818 -1.5314
H 14.99659 23.78291 14.73211 -0.4775 -0.3135 -0.4548
H 13.43798 22.92264 14.54110 -0.0247 -0.0276 0.4167
H 15.81037 22.43690 12.74642 0.0250 -0.3539 -0.0778
H 14.30033 21.42586 12.91122 0.4395 0.5826 -0.2611
H 14.97524 20.62030 14.60815 -0.4124 -1.0380 0.4443
C 11.76280 15.60851 23.36240 0.6570 1.3993 -0.8358
C 10.63523 16.10274 22.43931 0.3117 1.3733 1.6893
O 10.83472 15.87243 21.09388 1.2467 0.7204 -1.6199
H 11.29508 15.57997 24.30482 -0.2771 -0.2203 1.5718
H 12.60289 16.39939 23.45034 -1.1484 -1.4992 -0.4446
H 12.12723 14.60868 23.11984 0.0910 0.1954 -0.1186
H 10.50589 17.19219 22.70644 0.2726 -0.5368 -0.5670
H 9.64810 15.73050 22.70157 0.0558 -0.7467 0.0323
H 11.68547 16.33259 20.81432 -1.0846 -0.5217 0.4359
C 10.53681 21.81296 18.44299 1.6020 0.0129 -0.9957
C 11.38372 20.63425 18.96951 0.5636 0.4749 -0.0769
O 10.98605 19.35901 18.55313 -1.2334 -1.1052 0.7739
H 9.59685 21.71557 18.89340 -1.7145 0.1235 0.2787
H 10.47669 22.02650 17.32261 0.0508 -1.0564 1.3787
H 11.00202 22.71161 18.82213 0.0711 0.4041 0.3754
H 11.46292 20.65750 20.09640 -0.1430 0.2961 -1.0275
H 12.37852 20.67266 18.55042 0.5942 0.6646 0.1770
H 10.31195 19.03133 19.19895 0.1943 0.0307 -0.7028
C 12.08077 13.44457 13.67379 -1.5412 -0.2704 -0.9779
C 11.99875 13.21143 12.13116 -0.9293 -1.1100 1.4744
O 13.19146 12.69349 11.60430 0.2730 -0.3636 -0.5585
H 12.94755 14.02918 13.94481 0.0596 0.5609 -0.1954
H 12.15598 12.50876 14.23932 -0.4075 0.1102 -0.1853
H 11.10822 13.99568 13.87603 1.2847 -0.6652 0.4304
H 11.64460 14.17125 11.70494 0.4285 -0.6428 -0.3461
H 11.30256 12.36132 11.89171 -0.1146 1.1937 0.4656
H 13.78108 13.43980 11.56045 1.0294 0.6257 -0.0244
C 10.53555 17.57366 15.26770 -2.1663 0.1022 0.4407
C 11.55023 16.47173 15.32212 0.4085 0.7805 -0.1806
O 12.36093 16.47868 14.13716 0.6263 0.1172 0.0217
H 9.63499 17.27143 15.89390 1.0954 0.5255 -0.4484
H 10.13764 17.62698 14.25466 -0.0814 -0.0744 -0.1795
H 10.80828 18.61367 15.52071 0.3742 -0.6673 0.2247
H 11.08756 15.51092 15.29670 -0.5309 -0.4266 0.2161
H 12.12529 16.54900 16.24419 0.3771 -0.0406 -0.0719
H 12.98238 17.22193 14.18237 -0.2184 0.1412 0.2035
C 10.78284 18.98425 11.70024 -0.4713 0.2001 -1.5450
C 10.19408 17.62205 11.37710 -0.4223 0.1342 1.2039
O 11.17387 16.61763 11.50483 0.0164 -0.3169 0.6837
H 9.99456 19.75696 11.58159 0.6140 -0.2315 -0.1605
H 11.61898 19.11344 10.98590 -0.3673 0.5698 0.5858
H 11.10874 19.02703 12.72579 0.3732 -0.0895 0.3279
H 9.83765 17.47163 10.37112 -0.5136 0.5668 -0.3269
H 9.39272 17.48348 12.13043 -0.0672 -0.4075 -0.6403
H 11.37486 16.58350 12.45883 0.6548 -0.3345 -0.0605
C 7.94650 15.07194 14.08923 0.1434 0.1749 2.2568
C 8.07934 14.28268 15.44980 0.0331 0.6470 -1.4070
O 9.39330 14.25134 15.91951 0.7503 -0.1422 0.4997
H 8.53726 14.64274 13.32940 0.8385 -0.5211 -0.9629
H 8.26419 16.14579 14.25240 -0.5766 -1.1973 -0.2250
H 6.90761 14.96372 13.82058 -0.4303 0.4643 -0.3304
H 7.68579 13.28092 15.42581 -0.2859 -0.5607 -0.5948
H 7.39997 14.81475 16.09446 0.0241 0.3548 0.9413
H 9.77836 13.34679 16.02237 -0.5155 0.7074 -0.2162
```
Forces are in eV/Å.

* gap between HOMO and LUMO: 0.3728 hartree
* electronic energy: -2790.48745 a.u.
* F_max: 3.4 eV Å⁻¹
* LUMO level: 0.58 eV
* spin multiplicity: 1

These are the Löwdin partial charges, in e, on atoms 1 to 6: C -0.0813; C -0.3053; O -0.1255; H 0.0556; H 0.0787; H 0.0722

=====

Entry 2:
The following is a quantum chemistry calculation of the molecule C5H6 in a non-equilibrium geometry, from the OMol25 dataset.

```
11
Properties=species:S:1:pos:R:3:forces:R:3
C 0.38289 0.14683 -0.18338 -1.8046 -0.7555 2.2559
C -0.73258 -0.61769 0.16954 2.2014 1.3696 -1.4572
C 0.91173 0.90288 0.87812 0.0350 0.0277 -0.0376
C -1.84124 -1.17012 0.50373 -0.6440 -0.4331 0.2187
C 1.00295 0.20758 -1.46031 -0.1953 -0.4270 -0.8032
H 1.76480 1.53648 0.72532 0.2305 0.1434 -0.0683
H 0.47625 0.86773 1.85903 -0.1088 -0.0240 0.1456
H -2.79972 -0.67457 0.38727 -0.0251 0.1869 -0.0545
H -1.89916 -2.16743 0.92293 0.1276 -0.1456 0.0407
H 1.84905 0.84849 -1.59984 0.2312 0.1652 -0.0436
H 0.63197 -0.36619 -2.28695 -0.0479 -0.1075 -0.1965
```
Forces are in eV/Å.

* gap between HOMO and LUMO (alpha / beta): 0.2407 / 0.2682 hartree
* electronic energy: -193.93442 a.u.
* F_max: 3.0 eV Å⁻¹
* LUMO level (alpha / beta): -0.58 / -0.23 eV
* spin multiplicity: 1

These are the natural (NBO) partial charges, in e, on atoms 1 to 6: C -0.2545; C 0.1752; C -0.3380; C -0.4988; C -0.2754; H 0.1834

=====

Entry 3:
The following is a quantum chemistry calculation of a structure of composition C2H5OPS in a non-equilibrium geometry, from the OMol25 dataset.

```
10
Properties=species:S:1:pos:R:3:forces:R:3
C -0.54949 1.20631 -0.25430 0.5590 -1.0688 -1.5466
C -0.50459 -1.32386 0.10114 -0.9417 1.8155 0.7679
O 1.81389 0.23047 0.36607 -3.6917 -0.2378 1.6381
P 0.69154 -0.20268 -0.72665 -0.2432 1.7891 -0.6403
S -1.83173 0.01212 0.10768 -0.2956 -1.0424 0.2909
H -0.31548 1.68167 0.65946 0.7389 0.7622 0.7244
H -0.79606 1.91620 -1.06162 0.1267 -0.3337 0.4175
H -0.94142 -2.01071 -0.55023 0.0570 -1.6082 -1.1491
H -0.27855 -1.78788 1.04524 0.1276 0.1570 0.4975
H 2.71190 0.27836 0.31321 3.5629 -0.2329 -1.0003
```
Forces are in eV/Å.

* gap between HOMO and LUMO: 0.3327 hartree
* electronic energy: -893.95623 a.u.
* F_max: 4.0 eV Å⁻¹
* LUMO level: 0.71 eV
* spin multiplicity: 1

These are the natural (NBO) partial charges, in e, on atoms 1 to 6: C -0.8321; C -0.8421; O -1.0071; P 1.0870; S 0.1671; H 0.2231

=====

Entry 4:
The following is a quantum chemistry calculation of the molecule C4H4O, from the OMol25 dataset.

```
9
Properties=species:S:1:pos:R:3:forces:R:3
O -0.29482 -0.40388 1.85962 0.6164 0.1142 -0.2067
C 0.40262 -0.40578 0.87940 0.5367 0.2381 0.6486
C 0.64691 0.84506 -0.01232 -0.1354 -0.1965 0.2433
C -0.44967 0.38579 -0.86842 -0.4101 -0.4463 -0.2046
C -1.23759 -0.50705 -1.07644 -0.1285 0.5418 -0.5553
H 0.83975 -1.32481 0.44035 -0.0233 0.0462 0.2043
H 1.60889 0.89950 -0.54152 -0.2804 -0.2122 0.2748
H 0.46281 1.76641 0.54537 -0.1263 -0.1590 -0.1742
H -1.97891 -1.25524 -1.22603 -0.0491 0.0737 -0.2302
```
Forces are in eV/Å.

* gap between HOMO and LUMO: 0.3904 hartree
* structure (SMILES): C#CCC=O
* electronic energy: -229.94467 a.u.
* F_max: 0.9 eV Å⁻¹
* LUMO level: 0.91 eV
* spin multiplicity: 1

These are the natural (NBO) partial charges, in e, on atoms 1 to 6: O -0.5384; C 0.4502; C -0.5599; C -0.0149; C -0.1967; H 0.1207